{"formula": "C6H17NO", "method": "ωB97M-V/def2-TZVPD", "elements": ["C", "C", "C", "N", "C", "C", "C", "H", "H", "H", "H", "H", "H", "H", "H", "H", "H", "H", "H", "H", "H", "H", "H", "H", "O"], "positions_angstrom": [[-0.374, -0.313, -2.468], [-0.451, 1.166, -2.563], [0.751, -0.784, -1.508], [0.696, -0.135, -0.190], [-0.191, -0.808, 0.810], [-0.494, 0.190, 1.907], [-1.545, 1.219, 1.407], [-1.274, -0.761, -2.074], [-0.124, -0.726, -3.443], [0.486, 1.687, -2.332], [-0.793, 1.599, -3.495], [-1.087, 1.694, -1.837], [1.742, -0.523, -1.876], [0.673, -1.864, -1.331], [0.443, 0.838, -0.253], [0.440, -1.674, 1.091], [-1.070, -1.247, 0.299], [-0.941, -0.334, 2.758], [0.427, 0.671, 2.233], [-2.038, 1.530, 2.346], [-2.330, 0.812, 0.763], [-1.111, 2.103, 0.942], [3.194, -1.527, 3.581], [2.573, -1.426, 2.146], [2.396, -1.384, 3.086]], "forces_ev_per_a": [[1.1962, -1.0338, 0.4851], [-0.1269, 2.4584, 0.7140], [-0.3706, 0.8698, 0.7303], [-0.4527, -0.6253, 0.5603], [1.7960, -0.3518, -1.3762], [-1.1491, -0.6168, -0.7037], [0.0479, 0.1162, 1.4872], [-0.5587, -0.0469, -0.2979], [-0.3273, -0.2198, -0.1449], [0.3899, -0.4224, -0.4009], [-0.0183, -0.3810, -0.4991], [-0.3090, -0.7173, 0.1319], [0.0307, -0.2747, -0.5674], [0.2196, 0.1783, -0.2209], [-0.0557, 0.1559, -0.2574], [-0.6228, 0.2589, 0.5922], [-0.1408, 0.4053, 0.4830], [0.2439, 0.0245, -0.0217], [-0.0168, -0.0180, 0.0382], [-0.0623, 0.3951, -0.6235], [0.3073, -0.1846, 0.0057], [0.0052, -0.0326, -0.0771], [0.5909, -0.1094, -0.0807], [0.3628, 0.0195, -0.1317], [-0.9792, 0.1524, 0.1752]], "de_lowest_kcal_mol": 20.8, "e_tot_ha": -368.76769, "mol_weight_g_mol": 119.208, "gap_ev": 9.39, "e_homo_ev": -8.4, "lumo_ev": 1.0}